Entry 1:
Entry from the OMol25 dataset: a cluster of 2 separate species, C2H5NO2 in total in a non-equilibrium geometry (ωB97M-V/def2-TZVPD).

## Properties
F_max	4.6	eV Å⁻¹
LUMO energy (alpha / beta)	-0.086 / 0.138	eV
relative energy (zero: lowest compared OMol25 entry of this formula, charge and spin)	166.6	kcal/mol
DFT total energy	-7733.52516	eV
HOMO-LUMO gap (alpha / beta)	8.80 / 9.09	eV
E_HOMO (alpha / beta)	-8.9 / -8.9	eV

Atoms and positions in Å:
C -1.107 0.065 0.044
C 1.374 -0.252 -0.065
N -1.868 -0.944 -0.619
O -1.939 -0.747 0.828
O -1.336 1.355 0.015
H 1.247 -1.241 -0.266
H 1.880 -0.057 0.905
H 1.321 0.421 -0.805
H -2.733 -0.623 -1.181
H -2.162 1.518 0.406


Entry 2:
Entry from the OMol25 dataset: a cluster of 5 separate species, C23H41BO4 in total (ωB97M-V/def2-TZVPD).

## Properties
F_max	0.2	eV Å⁻¹
LUMO energy	0.509	eV
relative energy (zero: lowest compared OMol25 entry of this formula, charge and spin)	0.0	kcal/mol
SMILES	BCc1ccccc1.C1CCOC1.C1CCOC1.C1CCOC1.C1CCOC1
DFT total energy	-33379.82629	eV
HOMO-LUMO gap	9.32	eV
E_HOMO	-8.8	eV

Atoms and positions in Å:
B -2.550 4.417 0.942
C -1.647 5.411 0.143
C -0.477 5.646 1.083
C -0.587 6.588 2.104
C 0.460 6.786 3.000
C 1.621 6.036 2.884
C 1.737 5.089 1.876
C 0.693 4.890 0.983
H -2.109 3.330 1.161
H -3.616 4.727 1.377
H -1.284 4.965 -0.787
H -2.133 6.362 -0.087
H -1.500 7.173 2.180
H 0.357 7.529 3.782
H 2.439 6.189 3.578
H 2.641 4.499 1.779
H 0.759 4.150 0.191
C 0.252 -0.164 0.802
C 1.772 -0.292 0.860
C 2.189 0.442 -0.408
O 1.212 1.464 -0.621
C 0.087 1.238 0.233
H -0.231 -0.283 1.772
H -0.163 -0.908 0.118
H 2.161 0.215 1.743
H 2.118 -1.324 0.887
H 2.190 -0.229 -1.276
H 3.173 0.907 -0.331
H 0.092 1.992 1.028
H -0.828 1.359 -0.350
C 1.234 -3.111 5.254
C 2.752 -3.247 5.346
C 3.201 -2.505 4.094
O 2.232 -1.480 3.870
C 1.088 -1.701 4.696
H 0.724 -3.240 6.207
H 0.832 -3.840 4.548
H 3.124 -2.742 6.240
H 3.099 -4.279 5.369
H 3.221 -3.172 3.225
H 4.183 -2.043 4.198
H 1.079 -0.955 5.499
H 0.189 -1.571 4.093
C 0.164 -4.431 -3.043
C 1.406 -4.651 -2.183
C 1.335 -3.458 -1.239
O -0.052 -3.174 -1.058
C -0.828 -3.895 -2.021
H -0.192 -5.334 -3.539
H 0.361 -3.676 -3.807
H 1.319 -5.585 -1.623
H 2.335 -4.679 -2.752
H 1.822 -2.579 -1.676
H 1.787 -3.654 -0.265
H -1.353 -4.712 -1.513
H -1.563 -3.219 -2.456
C -4.274 -0.838 -5.418
C -2.975 -0.149 -5.830
C -2.113 -0.359 -4.592
O -2.530 -1.602 -4.023
C -3.750 -2.031 -4.630
H -4.899 -1.133 -6.260
H -4.859 -0.183 -4.770
H -2.534 -0.658 -6.690
H -3.098 0.903 -6.081
H -2.270 0.438 -3.858
H -1.047 -0.415 -4.815
H -3.541 -2.881 -5.290
H -4.434 -2.363 -3.848


Entry 3:
Entry from the OMol25 dataset: a structure of composition C34H43CoN7O2P2 in a non-equilibrium geometry (ωB97M-V/def2-TZVPD).

## Properties
F_max	2.8	eV Å⁻¹
LUMO energy (alpha / beta)	-5.029 / -5.005	eV
multiplicity	2
⟨S²⟩	0.77
charge	+2
DFT total energy	-106676.66852	eV
HOMO-LUMO gap (alpha / beta)	8.05 / 8.08	eV
E_HOMO (alpha / beta)	-13.1 / -13.1	eV

Atoms and positions in Å:
Co -0.261 0.868 0.150
C 1.676 2.589 1.821
N 1.475 2.469 0.373
C 2.749 2.695 -0.353
C 3.242 1.486 -1.085
N 2.549 0.408 -1.278
C 3.431 -0.487 -1.885
C 3.245 -1.863 -2.094
C 4.321 -2.560 -2.633
C 5.548 -1.922 -2.891
C 5.756 -0.585 -2.606
C 4.682 0.109 -2.040
N 4.529 1.391 -1.545
C 0.452 2.160 2.553
N -0.362 1.229 2.105
C -1.307 1.028 3.109
C -2.344 0.103 3.235
C -3.096 0.142 4.391
C -2.838 1.066 5.413
C -1.794 1.962 5.324
C -1.033 1.911 4.163
N 0.092 2.617 3.771
H 1.972 3.602 2.122
H 2.490 1.914 2.102
H 0.846 3.209 0.089
H 3.519 2.998 0.363
H 2.636 3.531 -1.049
H 2.246 -2.197 -2.351
H 4.244 -3.621 -2.827
H 6.353 -2.499 -3.323
H 6.714 -0.119 -2.790
H 5.240 2.102 -1.495
H -2.536 -0.638 2.478
H -3.897 -0.572 4.525
H -3.460 1.064 6.296
H -1.575 2.660 6.120
H 0.593 3.297 4.318
O -4.027 -4.994 0.002
C -4.685 -3.758 -0.121
C -3.667 -2.658 -0.037
C -4.055 -1.321 -0.062
C -3.081 -0.346 0.003
N -1.776 -0.610 0.094
C -1.396 -1.895 0.168
C -2.314 -2.936 0.083
C 0.055 -2.151 0.394
C 0.575 -3.445 0.332
C 1.949 -3.624 0.472
C 2.564 -4.999 0.425
O 1.642 -6.032 0.658
C 2.735 -2.473 0.574
C 2.080 -1.311 0.969
N 0.778 -1.087 0.786
H -4.673 -5.707 -0.007
H -5.428 -3.607 0.671
H -5.207 -3.670 -1.083
H -5.096 -1.035 -0.131
H -3.359 0.698 -0.010
H -2.001 -3.965 0.136
H -0.052 -4.315 0.228
H 3.419 -5.046 1.107
H 2.957 -5.161 -0.583
H 1.423 -6.063 1.596
H 3.764 -2.570 0.904
H 2.630 -0.507 1.443
C 0.611 2.014 -3.124
P -0.348 0.820 -2.136
C -0.136 -0.726 -3.059
C -2.063 1.286 -2.601
C -2.556 2.564 -1.919
P -1.748 2.878 -0.276
C -1.015 4.536 -0.567
C -3.121 3.317 0.845
H 0.233 2.011 -4.147
H 1.662 1.741 -3.139
H 0.512 3.025 -2.731
H -0.556 -0.616 -4.060
H -0.636 -1.551 -2.552
H 0.923 -0.950 -3.153
H -2.705 0.442 -2.344
H -2.108 1.378 -3.689
H -3.637 2.522 -1.771
H -2.369 3.434 -2.552
H -1.781 5.226 -0.922
H -0.224 4.498 -1.317
H -0.602 4.946 0.357
H -3.848 3.951 0.337
H -2.720 3.866 1.699
H -3.622 2.432 1.234


Entry 4:
Entry from the OMol25 dataset: a cluster of 2 separate species, C3H3O3 in total in a non-equilibrium geometry (ωB97M-V/def2-TZVPD).

## Properties
F_max	5.0	eV Å⁻¹
LUMO energy (alpha / beta)	-7.376 / -7.375	eV
relative energy (zero: lowest compared OMol25 entry of this formula, charge and spin)	74.7	kcal/mol
charge	+1
DFT total energy	-9289.68231	eV
HOMO-LUMO gap (alpha / beta)	5.24 / 5.24	eV
E_HOMO (alpha / beta)	-12.6 / -12.6	eV

Atoms and positions in Å:
C -2.832 -0.660 -1.203
C 0.462 -0.200 0.073
C 1.469 0.161 0.885
O -3.704 -0.168 -1.722
O 2.232 1.158 0.458
O -0.110 -0.941 -0.624
H -1.743 -0.712 -1.176
H 1.376 -0.010 2.045
H 2.852 1.372 1.264


Entry 5:
Entry from the OMol25 dataset: a cluster of 3 separate species, C22H56N8O6P2 in total in a non-equilibrium geometry (ωB97M-V/def2-TZVPD).

## Properties
F_max	8.7	eV Å⁻¹
LUMO energy	-1.436	eV
SMILES	CCC[C@H](OCO)[C@@H](N)N(C(C)=O)C(C)=O.CN(C)P(=O)(N(C)C)N(C)C.CN(C)P(=O)(N(C)C)N(C)C
DFT total energy	-66492.46402	eV
HOMO-LUMO gap	6.41	eV
E_HOMO	-7.8	eV

Atoms and positions in Å:
C -3.428 2.560 -1.535
C -1.792 2.787 -1.585
C -1.130 1.840 -2.794
C -1.163 0.247 -2.283
O 0.220 -0.027 -1.803
C 0.216 -0.910 -0.626
O 1.486 -0.668 0.136
C -1.622 -0.720 -3.543
N -0.575 -1.803 -3.876
N -3.030 -1.264 -3.430
C -3.476 -1.997 -4.682
C -4.726 -3.106 -4.647
O -2.937 -1.807 -5.918
C -3.253 -2.070 -2.170
C -2.524 -3.480 -1.763
O -4.118 -1.541 -1.262
H -4.039 3.514 -1.241
H -3.877 2.130 -2.541
H -3.637 1.747 -0.691
H -1.591 3.942 -1.803
H -1.268 2.585 -0.532
H -0.025 2.214 -3.012
H -1.845 2.019 -3.730
H -1.899 0.233 -1.372
H -0.648 -0.715 0.140
H 0.228 -2.049 -0.899
H 1.440 -1.211 0.984
H -1.621 -0.008 -4.501
H -0.256 -2.291 -3.011
H 0.267 -1.230 -4.177
H -5.635 -2.739 -3.995
H -5.172 -3.284 -5.740
H -4.312 -4.171 -4.302
H -1.708 -3.850 -2.517
H -3.395 -4.293 -1.687
H -2.116 -3.357 -0.648
C 1.382 6.451 -1.632
N 0.805 7.124 -0.475
C -0.372 7.879 -0.926
P 0.528 6.329 1.012
O -0.386 5.257 0.370
N 1.758 5.221 1.437
C 2.967 4.964 0.677
C 1.295 3.966 2.032
N 1.579 7.562 1.750
C 2.461 8.511 1.094
C 1.830 7.455 3.177
H 1.424 7.120 -2.502
H 0.821 5.555 -1.922
H 2.424 6.182 -1.454
H -0.783 8.470 -0.100
H -1.162 7.216 -1.292
H -0.113 8.588 -1.718
H 2.768 4.384 -0.227
H 3.689 4.401 1.283
H 3.483 5.886 0.410
H 0.983 3.246 1.266
H 0.442 4.147 2.698
H 2.077 3.508 2.645
H 3.247 8.018 0.516
H 2.964 9.169 1.814
H 1.903 9.185 0.436
H 2.802 6.994 3.379
H 1.058 6.851 3.670
H 1.801 8.439 3.663
C 1.955 -6.169 0.161
N 2.335 -5.772 1.511
C 3.737 -5.335 1.482
P 1.364 -4.755 2.482
O 1.379 -3.604 1.446
N -0.312 -5.054 2.327
C -0.916 -6.084 1.504
C -1.163 -3.863 2.300
N 1.347 -6.078 3.673
C 1.756 -7.460 3.498
C 0.581 -5.869 4.890
H 2.740 -6.775 -0.311
H 1.755 -5.309 -0.490
H 1.083 -6.824 0.172
H 4.087 -5.111 2.495
H 3.867 -4.433 0.874
H 4.393 -6.119 1.091
H -0.870 -5.839 0.441
H -1.973 -6.218 1.770
H -0.459 -7.059 1.672
H -1.203 -3.417 1.298
H -0.785 -3.104 2.996
H -2.182 -4.099 2.619
H 1.162 -7.977 2.739
H 1.657 -8.039 4.425
H 2.817 -7.532 3.231
H -0.397 -6.360 4.836
H 0.415 -4.800 5.073
H 1.116 -6.249 5.769


Entry 6:
Entry from the OMol25 dataset: a structure of composition C15H11N3O6S3Zn in a non-equilibrium geometry (ωB97M-V/def2-TZVPD).

## Properties
F_max	1.3	eV Å⁻¹
LUMO energy	4.580	eV
relative energy (zero: lowest compared OMol25 entry of this formula, charge and spin)	8.9	kcal/mol
charge	-2
DFT total energy	-113416.11823	eV
HOMO-LUMO gap	7.12	eV
E_HOMO	-2.5	eV

Atoms and positions in Å:
Zn -0.586 -1.172 0.767
O 1.284 -0.048 0.580
N 2.057 -0.636 1.431
C 3.262 -1.061 1.044
C 4.143 -1.639 1.924
C 3.761 -1.793 3.255
C 2.509 -1.378 3.640
C 1.627 -0.814 2.715
S 0.062 -0.302 3.105
H 3.477 -0.909 -0.002
H 5.101 -1.985 1.567
H 4.441 -2.234 3.969
H 2.156 -1.486 4.653
O -3.204 2.315 -4.049
S -3.512 2.027 -2.661
O -4.899 2.247 -2.312
N -2.956 0.576 -2.207
C -1.963 0.671 -1.357
O -1.332 -0.297 -0.893
C -1.597 2.092 -0.996
C -0.558 2.525 -0.189
C -0.364 3.892 -0.052
C -1.212 4.804 -0.665
C -2.264 4.365 -1.459
C -2.420 3.010 -1.619
H 0.082 1.814 0.307
H 0.466 4.257 0.537
H -1.050 5.864 -0.525
H -2.937 5.059 -1.941
S -2.723 -2.139 1.326
C -2.737 -3.118 0.007
N -2.828 -3.861 -0.872
C 0.383 -2.783 -1.868
C 1.085 -3.176 -0.572
O 2.075 -3.903 -0.599
O 0.577 -2.729 0.513
H 0.906 -3.188 -2.733
H 0.322 -1.700 -1.942
H -0.632 -3.171 -1.826


Entry 7:
Entry from the OMol25 dataset: an isolated molecule of C4H6N2O2 in a non-equilibrium geometry (ωB97M-V/def2-TZVPD).

## Properties
F_max	1.6	eV Å⁻¹
LUMO energy	0.797	eV
relative energy (zero: lowest compared OMol25 entry of this formula, charge and spin)	73.3	kcal/mol
SMILES	O[C@H]1C=NN=COC1
DFT total energy	-11317.86120	eV
HOMO-LUMO gap	10.36	eV
E_HOMO	-9.6	eV

Atoms and positions in Å:
O 1.395 -0.136 1.292
C 1.281 0.049 -0.106
C 0.585 -1.011 -0.880
N -0.582 -1.369 -0.591
N -1.241 -0.881 0.546
C -1.471 0.373 0.468
O -0.923 1.235 -0.414
C 0.522 1.312 -0.483
H 0.592 -0.521 1.654
H 2.293 0.110 -0.512
H 1.053 -1.468 -1.754
H -2.069 0.802 1.258
H 0.891 2.123 0.170
H 0.720 1.564 -1.524


Entry 8:
Entry from the OMol25 dataset: a cluster of 2 separate species, C7H14N2 in total in a non-equilibrium geometry (ωB97M-V/def2-TZVPD).

## Properties
F_max	2.5	eV Å⁻¹
LUMO energy (alpha / beta)	-3.982 / -7.798	eV
relative energy (zero: lowest compared OMol25 entry of this formula, charge and spin)	20.4	kcal/mol
multiplicity	2
⟨S²⟩	0.76
charge	+1
DFT total energy	-10457.19988	eV
HOMO-LUMO gap (alpha / beta)	9.97 / 6.15	eV
E_HOMO (alpha / beta)	-14.0 / -14.0	eV

Atoms and positions in Å:
C 1.038 2.168 0.555
C 0.832 0.135 2.027
C 0.216 1.222 1.360
C -1.250 0.472 2.761
N -0.066 -0.262 2.940
N -1.023 1.372 1.794
H 1.871 -0.174 2.129
H 0.179 -0.997 3.593
H 2.105 1.953 0.784
H 0.777 3.173 0.897
H -2.162 0.313 3.311
H 1.117 1.936 -0.499
C -0.026 -1.273 -2.376
C 0.515 -1.341 -0.949
C -1.269 -0.426 -2.667
H 0.802 -0.906 -2.979
H -0.209 -2.286 -2.737
H -0.186 -1.901 -0.314
H -1.566 -0.476 -3.718
H -2.077 -0.973 -2.156
H 0.383 -0.341 -0.536
H 1.397 -1.975 -0.926
H -1.399 0.586 -2.296


Entry 9:
Entry from the OMol25 dataset: an isolated molecule of C21H24N4O5S in a non-equilibrium geometry (ωB97M-V/def2-TZVPD).

## Properties
F_max	1.1	eV Å⁻¹
LUMO energy	0.554	eV
relative energy (zero: lowest compared OMol25 entry of this formula, charge and spin)	52.6	kcal/mol
SMILES	Cn1c(=O)oc2cc(S(=O)(=O)NCCC(=O)N3CCN(c4ccccc4)CC3)ccc21
DFT total energy	-49200.45497	eV
HOMO-LUMO gap	8.27	eV
E_HOMO	-7.7	eV

Atoms and positions in Å:
C 3.763 4.425 2.817
N 3.014 3.643 1.873
C 2.372 4.182 0.774
O 2.346 5.335 0.458
O 1.765 3.168 0.096
C 2.021 2.005 0.756
C 1.621 0.723 0.450
C 2.053 -0.268 1.318
S 1.562 -1.958 1.031
O 2.624 -2.843 1.408
O 1.018 -2.081 -0.295
N 0.388 -2.126 2.212
C -0.931 -1.627 1.891
C -1.679 -2.514 0.894
C -2.946 -1.824 0.417
O -3.406 -0.854 0.987
N -3.556 -2.376 -0.661
C -2.981 -3.387 -1.518
C -2.131 -2.698 -2.614
N -2.662 -1.377 -2.884
C -1.890 -0.252 -2.615
C -0.534 -0.255 -2.959
C 0.247 0.867 -2.767
C -0.298 2.027 -2.238
C -1.638 2.041 -1.898
C -2.428 0.921 -2.081
C -4.101 -1.334 -2.788
C -4.585 -1.615 -1.345
C 2.831 -0.011 2.433
C 3.230 1.280 2.740
C 2.811 2.285 1.884
H 3.714 5.463 2.490
H 3.330 4.335 3.814
H 4.803 4.098 2.843
H 1.024 0.487 -0.416
H 0.396 -3.060 2.595
H -1.503 -1.514 2.814
H -0.793 -0.636 1.454
H -1.936 -3.471 1.357
H -1.010 -2.690 0.053
H -3.813 -3.938 -1.967
H -2.381 -4.094 -0.948
H -1.099 -2.605 -2.274
H -2.147 -3.306 -3.528
H -0.089 -1.135 -3.396
H 1.291 0.838 -3.047
H 0.315 2.902 -2.087
H -2.079 2.933 -1.478
H -3.464 0.969 -1.787
H -4.463 -0.370 -3.142
H -4.488 -2.104 -3.465
H -5.523 -2.180 -1.354
H -4.732 -0.696 -0.776
H 3.128 -0.847 3.045
H 3.839 1.493 3.603